(1)
Below is a molecular structure, C20H26N4O2SiSr, with properties calculated with ωB97M-V/def2-TZVPD.

Geometry as XYZ:
```
54
Properties=species:S:1:pos:R:3:forces:R:3:nbo_charge:R:1
Sr -0.12621 -0.54568 0.42566 0.12 -0.46 0.20 1.795
O -1.37324 3.05093 1.13988 0.10 0.17 0.02 -0.683
C -1.22575 2.18252 0.27398 -0.39 -0.12 -0.27 0.552
N -0.12137 1.77979 -0.34708 -0.04 0.03 0.29 -0.778
C 1.09214 2.41920 0.14481 -0.08 0.14 -0.15 -0.291
C 2.33532 1.67408 -0.29254 -0.12 0.16 0.00 0.242
C 3.48717 2.36883 -0.64635 0.03 -0.03 -0.02 -0.245
C 4.62046 1.66842 -1.01846 -0.04 0.12 0.02 -0.148
C 4.57730 0.28408 -1.04007 -0.06 -0.11 0.02 -0.271
C 3.39326 -0.33163 -0.67759 0.09 -0.05 0.00 0.055
N 2.30225 0.33538 -0.30538 -0.21 0.12 0.05 -0.528
C -2.52057 1.45018 -0.17028 0.22 0.45 0.03 0.157
C -3.65772 2.23665 -0.32123 -0.05 -0.06 0.00 -0.217
C -4.82949 1.64694 -0.75318 0.02 0.12 0.03 -0.154
C -4.84240 0.28214 -0.99972 0.04 -0.13 -0.02 -0.263
C -3.67990 -0.43234 -0.78791 -0.10 -0.09 0.08 0.042
N -2.53979 0.12807 -0.37868 0.28 0.28 -0.10 -0.538
H 1.09782 2.50205 1.24256 -0.02 -0.06 0.00 0.220
H 1.16272 3.45505 -0.20516 0.03 0.00 -0.01 0.204
H 3.47619 3.45014 -0.63366 0.02 0.00 0.00 0.224
H 5.52087 2.20077 -1.29679 0.01 -0.02 0.00 0.220
H 5.43151 -0.31066 -1.33036 0.01 0.01 -0.01 0.223
H 3.30878 -1.41305 -0.68641 0.01 0.00 0.00 0.192
H -3.58342 3.28918 -0.09044 -0.02 0.00 0.00 0.247
H -5.72409 2.23980 -0.89487 0.00 0.00 0.00 0.220
H -5.73344 -0.22630 -1.34027 -0.01 0.01 0.00 0.222
H -3.65788 -1.50546 -0.94205 0.01 0.00 0.00 0.191
C -1.12078 -5.04485 -0.25995 -0.04 0.03 0.03 -0.420
N 0.10809 -4.75228 0.45728 0.03 0.00 0.00 -0.393
C 0.48767 -5.59641 1.58066 0.00 -0.02 0.01 -0.407
C 0.71968 -3.58946 0.26420 -0.01 -0.11 0.11 0.554
O 0.34229 -2.73095 -0.54384 0.11 -0.29 -0.10 -0.756
H -1.26148 -6.12292 -0.28936 0.00 0.00 -0.03 0.208
H -1.04817 -4.65574 -1.27219 -0.01 0.01 0.01 0.232
H -1.98365 -4.58848 0.23145 0.01 0.00 0.02 0.207
H 0.25911 -6.63345 1.34271 0.03 0.00 -0.02 0.207
H -0.04640 -5.31005 2.48798 -0.01 0.00 0.00 0.218
H 1.55819 -5.51268 1.75558 -0.01 0.04 0.05 0.217
H 1.60142 -3.43872 0.89860 0.01 -0.01 -0.03 0.154
C 0.89269 -2.22818 6.80739 -0.06 0.08 -0.06 -1.097
Si 0.09125 -0.80192 5.87911 0.03 -0.06 -0.08 1.594
C 1.07355 0.76458 6.19338 -0.04 -0.06 0.00 -1.101
C -1.67559 -0.58661 6.47094 0.07 -0.02 0.00 -1.100
C 0.09139 -1.17762 4.08959 0.01 0.03 0.25 -0.697
C 0.07528 -1.39851 2.88193 0.02 -0.11 -0.34 -0.600
H 0.88201 -2.06646 7.88734 0.00 0.01 0.01 0.227
H 1.92968 -2.34959 6.48942 0.01 -0.02 0.00 0.233
H 0.36493 -3.15989 6.59588 0.00 -0.02 0.01 0.232
H 1.13106 0.99010 7.26062 0.01 0.01 0.01 0.227
H 0.61921 1.61812 5.68788 -0.01 0.00 -0.02 0.240
H 2.08934 0.65077 5.81069 0.02 0.01 0.01 0.235
H -1.72214 -0.45754 7.55456 0.00 0.00 0.01 0.226
H -2.26739 -1.46349 6.20268 -0.02 -0.01 0.02 0.235
H -2.13835 0.28360 6.00292 0.00 0.01 -0.02 0.239
```
Positions in Å, forces in eV/Å.

Properties
* total charge: 0
* relative energy (zero: lowest compared OMol25 entry of this formula, charge and spin): 68.6 kJ/mol
* spin multiplicity: 1
* LUMO: 0.34 eV

=====

(2)
Below is a molecular structure, C20H26N4O2SiSr in a non-equilibrium geometry, with properties calculated with ωB97M-V/def2-TZVPD.

Geometry as XYZ:
```
54
Properties=species:S:1:pos:R:3:forces:R:3:nbo_charge:R:1
Sr -0.38574 0.27331 1.43288 2.58 0.87 -0.96 1.788
O -1.66854 -0.13109 3.23229 -1.31 -0.61 0.65 -0.829
C -2.43735 -0.64500 2.34093 -0.93 -0.36 0.55 0.474
N -3.26374 -0.03767 1.53262 0.10 0.26 0.26 -0.597
C -3.53192 1.39499 1.83839 0.28 -0.26 -0.36 -0.294
C -2.89046 2.39054 0.86332 0.18 -0.35 0.35 0.233
C -3.66401 3.20224 0.04826 -0.08 0.08 -0.08 -0.251
C -3.04621 4.13594 -0.77092 -0.10 0.01 -0.01 -0.151
C -1.66628 4.23743 -0.76469 0.03 0.00 -0.01 -0.267
C -0.95778 3.38113 0.06001 -0.09 -0.18 0.09 0.058
N -1.54657 2.48467 0.85600 -0.48 0.26 -0.14 -0.529
C -2.12636 -2.11205 1.99410 0.05 0.40 -0.04 0.157
C -3.06639 -3.12534 2.05839 0.01 -0.04 0.00 -0.232
C -2.65546 -4.41513 1.76255 -0.11 -0.11 0.00 -0.155
C -1.34112 -4.64628 1.38623 0.00 -0.01 0.00 -0.266
C -0.47627 -3.56851 1.31360 -0.09 0.21 0.02 0.052
N -0.85152 -2.32395 1.61533 -0.49 -0.15 0.18 -0.500
H -3.20591 1.65913 2.84641 0.09 -0.01 0.05 0.223
H -4.60872 1.54362 1.78611 -0.08 -0.04 -0.03 0.200
H -4.74168 3.10493 0.06073 0.02 0.00 0.01 0.222
H -3.64133 4.77959 -1.40826 0.02 -0.02 0.03 0.219
H -1.14381 4.95380 -1.38447 -0.03 -0.02 0.02 0.226
H 0.12678 3.39790 0.08198 0.00 0.00 0.02 0.214
H -4.08492 -2.89399 2.34032 0.04 -0.02 -0.01 0.234
H -3.35516 -5.24055 1.82223 0.01 0.04 0.01 0.220
H -0.98640 -5.64043 1.14965 -0.03 0.02 0.01 0.224
H 0.55280 -3.70157 1.00311 0.03 0.06 0.01 0.208
C -0.88370 0.41973 -3.57708 -0.13 -0.13 -0.07 -0.418
N -1.55587 -0.69911 -2.92494 -0.12 -0.18 0.03 -0.405
C -2.42773 -1.61004 -3.66713 0.11 0.20 -0.11 -0.413
C -1.44694 -0.83859 -1.60678 0.26 0.40 0.21 0.559
O -0.79170 -0.07182 -0.89570 -0.36 -0.38 -0.70 -0.726
H -0.71857 0.16044 -4.62047 0.03 0.05 0.00 0.204
H 0.06942 0.60367 -3.09002 0.02 -0.02 0.04 0.242
H -1.48214 1.33113 -3.51786 -0.02 -0.01 -0.01 0.205
H -2.35466 -1.36555 -4.72344 -0.01 -0.04 -0.01 0.216
H -3.47028 -1.50598 -3.36678 0.00 0.03 0.02 0.208
H -2.11708 -2.64574 -3.53622 0.01 0.00 0.03 0.211
H -1.98741 -1.69392 -1.18295 -0.03 -0.04 -0.01 0.143
C 5.39424 1.15411 -1.08181 0.08 0.17 -0.47 -1.107
Si 5.05998 0.37580 0.56548 0.20 -0.01 -0.02 1.617
C 6.04281 1.27845 1.84847 0.19 0.25 0.38 -1.109
C 5.62147 -1.38640 0.52004 0.20 -0.49 -0.05 -1.108
C 3.31213 0.44010 0.93629 -1.54 0.16 0.35 -0.730
C 2.10411 0.50402 1.20736 1.47 0.05 -0.23 -0.555
H 6.46218 1.12823 -1.32488 -0.09 0.02 -0.01 0.225
H 5.06281 2.19679 -1.08622 0.04 -0.07 -0.03 0.234
H 4.84764 0.62294 -1.86724 0.06 0.07 0.01 0.231
H 7.11772 1.24023 1.64087 -0.09 0.01 0.02 0.225
H 5.86413 0.83929 2.83461 0.05 0.07 -0.04 0.237
H 5.73418 2.32758 1.88868 0.06 -0.06 0.04 0.235
H 6.69413 -1.44725 0.30534 -0.08 -0.06 0.02 0.224
H 5.08121 -1.93948 -0.25426 0.06 0.00 0.06 0.232
H 5.43196 -1.87628 1.47956 0.03 0.01 -0.07 0.237
```
Positions in Å, forces in eV/Å.

Properties
* total charge: 0
* relative energy (zero: lowest compared OMol25 entry of this formula, charge and spin): 123.2 kJ/mol
* spin multiplicity: 1
* LUMO: 0.29 eV

=====

(3)
Below is a molecular structure, C20H26N4O4 in a non-equilibrium geometry, with properties calculated with ωB97M-V/def2-TZVPD.

Geometry as XYZ:
```
54
Properties=species:S:1:pos:R:3:forces:R:3:nbo_charge:R:1
C -7.19603 -2.60426 -0.14455 2.18 2.81 -3.32 -0.262
H -7.98940 -3.22979 -0.29525 -2.51 -1.02 0.55 0.206
O -7.54229 -1.18623 -0.19726 -7.24 -10.74 0.02 -0.440
C -6.72925 -0.29956 -0.12243 1.13 1.29 -0.48 0.239
C -7.28762 0.84466 -0.19201 -3.80 12.21 1.70 -0.276
C -6.51074 2.01165 0.09466 -1.43 0.24 -1.17 -0.147
C -5.17466 1.79507 0.22979 1.46 7.19 -1.13 -0.316
C -4.56231 0.65712 -0.11137 -1.86 -0.45 2.50 0.191
C -5.46502 -0.43240 -0.15903 10.21 -3.85 0.05 -0.333
H -4.97029 -1.50218 -0.08430 -1.22 2.28 -0.37 0.205
N -3.23428 0.65297 0.03788 -2.11 -12.15 -5.56 -0.429
C -2.67199 -0.70511 -0.44692 4.46 -0.22 4.37 -0.197
H -2.51541 -1.69039 0.38677 -1.21 3.08 -1.60 0.172
C -1.12413 -0.48597 -0.81919 -3.96 -8.95 -3.50 -0.146
N -0.34725 0.02693 0.04592 2.28 6.34 12.07 -0.456
C 0.93546 0.10831 0.26180 2.87 -3.30 -7.28 0.712
O 1.68732 0.55895 1.03763 0.72 2.17 4.22 -0.602
C 1.65879 -0.59431 -0.97372 2.41 11.91 -3.48 -0.283
N 3.20208 -0.12582 -1.05592 -7.73 -8.40 3.47 -0.459
C 3.96062 -0.86426 -0.09639 0.88 1.74 -3.51 0.739
O 3.76723 -1.99711 0.19649 -0.33 -0.42 1.07 -0.537
C 5.12726 0.04493 0.01464 3.46 -3.72 -5.44 -0.023
N 4.86986 1.17930 -0.92519 -1.92 -1.98 3.06 -0.595
C 3.52961 1.06558 -1.22759 1.77 10.32 -9.41 0.769
O 2.97845 1.99256 -2.29274 2.05 -4.70 6.30 -0.736
H 5.50399 1.93081 -1.04813 -0.13 0.79 -0.12 0.429
C 5.56062 0.18060 1.30851 0.46 8.23 6.19 -0.457
C 7.10343 0.68167 1.30914 -0.87 -5.99 3.90 -0.412
H 7.38429 0.47047 2.46553 -0.13 1.48 -2.60 0.220
C 7.57327 -0.70903 0.58107 0.96 7.73 -5.46 -0.426
H 8.56701 -0.43688 0.09069 -0.84 -1.26 0.91 0.217
H 7.46820 -1.59928 0.99093 0.08 -3.54 3.00 0.212
C 6.55280 -0.72860 -0.61359 -2.49 -4.55 1.40 -0.364
H 6.28251 -1.93309 -0.90861 0.58 3.31 0.88 0.209
H 6.85085 -0.33283 -1.52763 0.53 1.20 -1.39 0.206
H 7.40402 1.65974 0.90353 -0.30 -0.73 0.00 0.228
H 5.03172 1.27284 1.41430 0.52 -2.13 1.34 0.234
H 5.24040 -0.42471 2.23884 0.61 0.52 -2.18 0.281
H 1.28162 -0.11323 -1.98132 0.40 -1.20 1.98 0.246
H 1.46585 -1.49739 -0.89951 -0.55 -8.91 0.14 0.188
C -0.98977 0.68392 1.35963 -1.84 6.45 -8.03 -0.175
H -0.52898 1.56709 1.87609 0.40 -1.17 -1.20 0.248
C -2.38234 1.40262 0.61246 7.36 5.03 1.05 -0.171
H -2.85772 1.86407 1.38845 -1.02 2.16 2.18 0.207
H -2.05039 2.21683 -0.25805 0.33 -1.18 2.66 0.160
H -1.23147 0.00630 1.97690 -1.87 -5.18 4.54 0.168
H -1.10084 -0.04176 -1.70444 0.11 2.17 -4.15 0.187
H -0.58387 -1.68426 -1.10362 -2.13 2.90 0.51 0.149
H -3.12080 -1.16471 -1.25531 -1.26 -0.27 -1.72 0.216
H -4.57249 2.85223 0.14710 -0.97 -2.81 0.71 0.195
H -6.83383 3.14813 0.03461 0.07 -2.85 0.39 0.223
H -8.35825 1.19074 -0.11273 0.83 -1.80 -0.63 0.228
H -6.49585 -2.81851 0.56978 0.90 -0.57 2.84 0.186
H -6.55997 -2.86442 -1.01638 -0.29 0.51 -0.28 0.173
```
Positions in Å, forces in eV/Å.

Properties
* total charge: 0
* relative energy (zero: lowest compared OMol25 entry of this formula, charge and spin): 1915.9 kJ/mol
* spin multiplicity: 1
* LUMO: 0.30 eV